{
  "formula": "C38H79N4O32",
  "method": "ωB97M-V with the def2-TZVPD basis set",
  "symbols": ["C", "C", "O", "C", "N", "C", "C", "O", "N", "C", "C", "N", "C", "N", "H", "H", "H", "H", "H", "H", "H", "H", "H", "H", "H", "H", "H", "H", "H", "H", "H", "H", "H", "C", "O", "C", "O", "O", "C", "H", "H", "H", "H", "H", "H", "C", "O", "C", "O", "O", "C", "H", "H", "H", "H", "H", "H", "C", "O", "C", "O", "O", "C", "H", "H", "H", "H", "H", "H", "C", "O", "C", "O", "O", "C", "H", "H", "H", "H", "H", "H", "C", "O", "C", "O", "O", "C", "H", "H", "H", "H", "H", "H", "C", "O", "C", "O", "O", "C", "H", "H", "H", "H", "H", "H", "C", "O", "C", "O", "O", "C", "H", "H", "H", "H", "H", "H", "C", "O", "C", "O", "O", "C", "H", "H", "H", "H", "H", "H", "C", "O", "C", "O", "O", "C", "H", "H", "H", "H", "H", "H", "C", "O", "C", "O", "O", "C", "H", "H", "H", "H", "H", "H"],
  "xyz": [[-1.5860, -0.8264, 7.8908], [-2.2337, -1.9356, 6.9721], [-3.0721, -1.2621, 6.0132], [-1.1879, -2.9357, 6.2998], [0.0217, -3.1326, 7.1343], [1.2596, -2.7162, 6.4263], [1.4397, -1.1347, 6.3846], [0.5083, -0.4876, 5.4933], [1.1254, 0.0213, 4.3608], [1.8295, -0.9302, 3.4488], [0.9020, -1.1618, 2.1757], [0.2863, 0.2181, 2.1493], [-0.0276, 0.3985, 3.5471], [-1.2396, 0.8139, 3.9492], [-2.4167, -0.4485, 8.5667], [-1.2315, 0.0873, 7.3175], [-0.7757, -1.1908, 8.5728], [-2.9237, -2.5606, 7.6127], [-2.7584, -0.3510, 5.9063], [-1.6921, -3.9274, 6.0724], [-0.9528, -2.4951, 5.2744], [0.0484, -4.1257, 7.3661], [2.1304, -3.2086, 6.9531], [1.2091, -3.1792, 5.3929], [2.5252, -0.9133, 6.1491], [1.3034, -0.7937, 7.4566], [2.7125, -0.3478, 3.0714], [2.0939, -1.9597, 3.7959], [0.0527, -1.7890, 2.5677], [1.4523, -1.5142, 1.2641], [-0.5889, 0.3086, 1.6223], [-1.4828, 1.7607, 4.2351], [-1.9975, 0.1224, 3.8862], [5.2245, 1.8698, 8.4636], [4.3749, 2.8364, 7.8427], [4.3145, 2.7391, 6.5131], [4.9017, 1.9246, 5.8385], [3.4887, 3.6998, 6.0725], [3.3146, 3.7395, 4.6599], [5.1941, 2.0462, 9.5375], [4.8650, 0.8582, 8.2677], [6.2539, 1.9853, 8.1221], [2.8785, 2.8045, 4.2991], [4.2603, 3.9412, 4.1608], [2.6263, 4.5525, 4.4321], [0.2585, 3.4696, 1.2971], [-0.5934, 4.4610, 0.7383], [-0.6852, 4.4075, -0.5992], [-0.1244, 3.6162, -1.3116], [-1.5051, 5.3800, -0.9965], [-1.6959, 5.4396, -2.4115], [0.2597, 3.6037, 2.3796], [-0.1156, 2.4712, 1.0719], [1.2804, 3.5890, 0.9337], [-2.1463, 4.5171, -2.7774], [-0.7508, 5.6360, -2.9200], [-2.3775, 6.2629, -2.6204], [-0.1779, -9.6291, 7.2949], [-1.2703, -9.4918, 6.3858], [-1.6698, -8.2328, 6.1954], [-1.1949, -7.2531, 6.7132], [-2.6889, -8.2482, 5.3300], [-3.2220, -6.9605, 5.0304], [0.0572, -10.6895, 7.3694], [0.7029, -9.1039, 6.9210], [-0.4529, -9.2642, 8.2856], [-2.4631, -6.3277, 4.5663], [-3.6195, -6.4887, 5.9306], [-4.0379, -7.0983, 4.3227], [10.4555, 4.5103, 3.2841], [9.0555, 4.4559, 3.0103], [8.4442, 3.3715, 3.4992], [8.9663, 2.4852, 4.1217], [7.1475, 3.4453, 3.1745], [6.3662, 2.3419, 3.6380], [10.8420, 5.4274, 2.8421], [10.6369, 4.5399, 4.3594], [10.9701, 3.6624, 2.8300], [6.3858, 2.2845, 4.7262], [6.7198, 1.4076, 3.1954], [5.3406, 2.5049, 3.3197], [-1.0097, 3.2312, -5.1648], [-1.8637, 4.2236, -5.7334], [-1.9576, 4.1732, -7.0689], [-1.4006, 3.3883, -7.7881], [-2.7813, 5.1524, -7.4574], [-2.9827, 5.2266, -8.8706], [-1.0126, 3.3699, -4.0857], [-1.3809, 2.2287, -5.3848], [0.0134, 3.3499, -5.5246], [-3.4376, 4.3086, -9.2444], [-2.0410, 5.4261, -9.3835], [-3.6640, 6.0535, -9.0656], [6.4553, -7.9298, 6.8259], [5.1611, -7.7001, 6.2672], [4.3488, -6.9805, 7.0467], [4.6179, -6.5351, 8.1302], [3.1780, -6.8405, 6.4085], [2.2092, -6.0879, 7.1327], [7.0233, -8.5205, 6.1090], [6.9775, -6.9861, 6.9893], [6.3786, -8.4934, 7.7566], [2.5657, -5.0736, 7.3092], [1.9654, -6.5794, 8.0756], [1.3037, -6.0365, 6.5277], [-0.0886, -3.3778, -5.0914], [-1.1852, -3.2301, -5.9907], [-1.5846, -1.9644, -6.1677], [-1.1061, -0.9923, -5.6463], [-2.6090, -1.9712, -7.0264], [-3.1410, -0.6765, -7.3122], [0.1445, -4.4399, -5.0281], [0.7904, -2.8514, -5.4659], [-0.3563, -3.0211, -4.0954], [-2.3838, -0.0419, -7.7752], [-3.5309, -0.2115, -6.4053], [-3.9620, -0.8058, -8.0157], [-3.2869, -9.6771, -6.3781], [-3.6957, -8.5231, -5.6451], [-3.5707, -7.3739, -6.3205], [-3.1587, -7.2560, -7.4435], [-3.9848, -6.3799, -5.5262], [-3.9065, -5.0842, -6.1229], [-3.4317, -10.5441, -5.7350], [-3.8989, -9.8022, -7.2724], [-2.2301, -9.6124, -6.6409], [-4.5435, -5.0281, -7.0069], [-2.8762, -4.8382, -6.3750], [-4.2657, -4.3600, -5.3925], [-2.1938, 2.2193, -13.7767], [-3.4949, 2.4616, -14.3099], [-4.2923, 3.1718, -13.5052], [-4.0012, 3.5979, -12.4180], [-5.4700, 3.3255, -14.1204], [-6.4275, 4.0711, -13.3710], [-1.6396, 1.6382, -14.5122], [-1.6658, 3.1587, -13.6070], [-2.2572, 1.6412, -12.8536], [-6.0675, 5.0840, -13.1852], [-6.6593, 3.5665, -12.4317], [-7.3376, 4.1305, -13.9660], [-3.0606, 11.8795, -2.6775], [-3.4086, 10.5432, -3.0376], [-2.9027, 10.1438, -4.2106], [-2.2110, 10.8005, -4.9419], [-3.3018, 8.8843, -4.4264], [-2.8315, 8.3246, -5.6530], [-3.5236, 12.0924, -1.7150], [-1.9795, 11.9812, -2.5729], [-3.4446, 12.5888, -3.4118], [-1.7411, 8.2854, -5.6654], [-3.2062, 8.8936, -6.5051], [-3.2144, 7.3071, -5.7219]],
  "forces_ev_per_angstrom": [[-0.83, 0.26, 0.65], [0.61, 0.15, 0.99], [0.33, -0.33, -0.31], [-0.92, 0.53, -0.72], [-0.17, 0.09, -1.00], [-0.32, -0.43, -0.13], [1.44, -1.54, 1.54], [0.69, -0.70, 1.68], [-4.14, 0.01, -2.76], [1.36, -0.51, -2.50], [0.01, 0.51, 1.92], [-1.75, -1.00, 3.64], [3.57, 0.36, -2.67], [-0.37, 0.00, 0.18], [0.95, -0.38, -0.79], [-0.21, -1.20, 0.40], [-0.72, 0.19, -0.85], [0.68, 0.73, -0.67], [-0.02, -0.44, 0.41], [0.49, 1.11, 0.45], [-0.01, -0.47, 1.19], [0.38, 0.40, -0.01], [-0.82, 1.02, -0.54], [0.41, 0.73, 0.67], [-1.32, 0.01, -0.16], [-0.28, -0.01, -1.43], [-0.48, -0.89, 0.62], [-0.06, 1.39, 0.57], [1.03, -0.29, -1.22], [-0.78, 0.52, 0.92], [0.51, 0.14, -0.10], [0.42, -0.49, 0.35], [0.35, 0.56, -0.30], [0.29, -0.24, 0.33], [-0.07, 0.02, -0.36], [-0.09, 0.12, 0.46], [-1.06, 0.11, 0.66], [0.15, -0.29, 0.09], [-0.11, 0.15, -0.32], [-0.16, 0.19, -0.14], [0.10, 0.08, -0.12], [-0.12, -0.10, -0.09], [0.17, -0.04, 0.01], [-0.07, -0.06, 0.03], [0.04, 0.00, 0.28], [0.14, -0.02, 0.12], [0.01, -0.06, 0.13], [-0.33, 0.46, -0.28], [0.02, -0.11, 0.18], [0.25, -0.27, 0.33], [-0.20, 0.22, -0.53], [-0.14, 0.23, -0.07], [0.13, 0.10, -0.20], [-0.09, -0.16, -0.08], [0.11, 0.05, 0.07], [-0.04, -0.16, 0.05], [0.05, -0.02, 0.28], [0.34, -0.16, 0.28], [-0.12, 0.31, -0.07], [-0.15, -0.51, -0.16], [0.06, 0.17, -0.03], [0.19, 0.04, 0.14], [-0.25, 0.28, -0.12], [-0.21, 0.05, -0.18], [-0.11, 0.07, 0.07], [0.04, 0.10, -0.12], [0.00, -0.01, 0.15], [0.16, 0.02, -0.04], [0.11, -0.23, 0.07], [0.44, 0.11, 0.03], [-0.20, -0.14, 0.04], [-0.02, 0.24, -0.14], [-0.06, 0.02, -0.02], [0.10, 0.09, -0.17], [0.35, -0.29, 0.04], [-0.28, -0.02, -0.05], [-0.02, -0.16, -0.08], [-0.08, -0.02, 0.16], [0.36, -0.02, -0.65], [0.10, 0.05, 0.11], [0.18, 0.16, -0.12], [0.24, -0.37, 0.20], [-0.07, 0.11, -0.04], [-0.14, 0.18, 0.03], [-0.04, 0.02, 0.09], [0.09, -0.06, 0.19], [-0.13, 0.06, -0.48], [-0.08, 0.13, -0.13], [0.13, 0.06, -0.14], [-0.11, -0.10, -0.11], [0.19, 0.02, -0.01], [-0.05, -0.18, 0.04], [0.04, -0.03, 0.28], [0.46, -0.14, 0.10], [-0.28, 0.15, 0.05], [0.19, -0.21, -0.19], [-0.10, 0.05, -0.07], [0.03, 0.01, -0.07], [-0.34, 0.05, 0.11], [-0.26, 0.05, -0.10], [-0.12, -0.06, 0.12], [-0.02, 0.18, 0.00], [0.15, -0.18, 0.21], [0.10, 0.14, 0.00], [0.15, -0.24, -0.13], [0.32, -0.16, 0.20], [-0.02, 0.18, -0.01], [-0.18, -0.14, -0.25], [0.01, -0.04, 0.09], [0.16, -0.13, 0.19], [-0.21, 0.38, -0.20], [-0.21, 0.04, -0.18], [-0.12, 0.09, 0.10], [0.05, 0.12, -0.11], [-0.01, 0.00, 0.18], [0.17, 0.01, -0.03], [0.12, -0.25, 0.07], [0.09, -0.39, -0.13], [-0.01, 0.18, 0.01], [-0.10, 0.01, 0.20], [-0.01, -0.02, 0.06], [0.00, -0.21, 0.02], [0.03, 0.38, -0.18], [-0.08, 0.23, 0.13], [0.15, 0.11, -0.01], [-0.12, 0.08, -0.12], [0.15, -0.07, -0.01], [-0.15, -0.08, -0.13], [-0.01, -0.26, 0.12], [0.40, -0.12, 0.06], [-0.18, 0.11, 0.09], [-0.07, -0.12, -0.33], [-0.01, 0.01, 0.03], [0.20, -0.06, 0.05], [-0.34, 0.20, 0.13], [-0.26, 0.06, -0.09], [-0.11, -0.06, 0.13], [-0.01, 0.18, 0.01], [0.05, -0.13, 0.11], [0.14, 0.11, -0.01], [0.20, -0.14, -0.13], [0.04, 0.38, 0.19], [0.03, -0.16, -0.12], [-0.14, -0.08, 0.13], [-0.03, -0.05, 0.05], [0.02, 0.13, 0.14], [0.05, -0.32, -0.34], [-0.06, -0.26, -0.08], [-0.07, 0.02, -0.17], [0.16, -0.08, -0.03], [-0.07, 0.16, -0.06], [0.16, 0.07, 0.08], [-0.06, 0.11, 0.21]],
  "mulliken_charge": [-1.17, 0.31, -0.63, 0.04, -0.26, -0.22, -0.83, 0.09, 0.15, -0.40, -0.54, -0.14, -0.41, -0.15, 0.42, 0.17, 0.26, 0.39, 0.34, 0.06, -0.24, 0.27, -0.04, 0.26, 0.43, 0.51, 0.31, 0.24, 0.32, 0.39, 0.35, 0.24, 0.31, -0.59, -0.36, 0.92, -0.65, -0.37, -0.30, 0.24, 0.23, 0.31, 0.00, 0.24, 0.29, -0.41, -0.36, 0.71, -0.56, -0.35, -0.52, 0.23, 0.17, 0.31, 0.22, 0.34, 0.26, -0.53, -0.34, 0.83, -0.55, -0.33, -0.63, 0.25, 0.20, 0.29, 0.25, 0.29, 0.27, -0.63, -0.33, 0.75, -0.54, -0.32, -0.62, 0.22, 0.29, 0.29, 0.42, 0.40, 0.12, -0.30, -0.27, 0.72, -0.55, -0.26, -0.71, -0.04, 0.23, 0.30, 0.31, 0.32, 0.27, -0.63, -0.33, 0.72, -0.53, -0.37, -0.31, 0.23, 0.30, 0.30, 0.17, 0.35, 0.20, -0.71, -0.24, 0.73, -0.55, -0.26, -0.65, 0.23, 0.29, 0.32, 0.30, 0.28, 0.23, -0.62, -0.33, 0.75, -0.53, -0.34, -0.52, 0.22, 0.29, 0.29, 0.33, 0.25, 0.22, -0.61, -0.31, 0.82, -0.52, -0.31, -0.61, 0.21, 0.28, 0.28, 0.28, 0.28, 0.22, -0.63, -0.32, 0.74, -0.53, -0.30, -0.65, 0.22, 0.29, 0.29, 0.30, 0.37, 0.20],
  "molar_mass_g_mol": 1104.05,
  "total_charge": 1,
  "e_lumo_ha": -0.1867
}